1.
Below is one molecule with the formula C6H5Cl2NO4S in a non-equilibrium geometry, with properties calculated with ωB97M-V with the def2-TZVPD basis set.

Geometry (Å):
Cl 0.74 3.36 -0.64
Cl -2.96 -1.85 -0.80
S -1.66 -0.27 -1.01
O -2.89 0.31 1.26
O -1.36 0.76 2.67
O -2.31 0.97 -1.28
O -0.64 -0.74 -1.89
N -1.73 0.32 1.61
C -0.82 -0.20 0.71
C 2.02 -0.58 -0.56
C 0.24 -1.00 1.00
C 2.00 0.91 -0.51
C 0.84 1.70 -0.53
C 1.29 -1.46 0.05
H 3.04 1.45 -0.56
H 2.77 -1.11 -1.09
H -0.09 1.15 -0.48
H 1.37 -2.47 -0.07
H 0.17 -1.24 2.11

LUMO energy: -1.8 eV
Total energy: -1905.6697 Ha
Total charge: 0
SMILES string: O=[N+]([O-])/C(=C/C=C\C=C\Cl)S(=O)(=O)Cl
HOMO-LUMO gap: 0.281 Eh



2.
Below is a 2-piece molecular cluster, C6H5Cl3N2O overall in a non-equilibrium geometry, with properties calculated with ωB97M-V with the def2-TZVPD basis set.

Geometry (Å):
Cl 2.28 -1.34 2.37
Cl -2.53 0.24 1.56
Cl -0.82 -1.75 -2.24
O 2.50 -4.19 -0.65
N 3.24 -2.11 -1.27
N 2.64 -3.03 -0.83
C 0.52 -1.50 0.15
C 0.95 -0.87 1.33
C -0.78 0.44 -0.53
C -0.90 0.77 0.92
C -0.24 -1.00 -0.80
C 0.22 0.16 1.87
H 0.12 0.67 2.78
H -1.80 0.57 -1.06
H -0.07 0.96 -1.10
H -0.77 1.85 1.26
H 4.17 -2.25 -1.89

LUMO energy (spin up / spin down): -0.8 / -1.4 eV
Total energy: -1796.6905 Ha
Total charge: 0
HOMO-LUMO gap (spin up / spin down): 0.297 / 0.269 Eh



3.
Below is a 2-piece molecular cluster, C6H5Cl3N3 overall in a non-equilibrium geometry, with properties calculated with ωB97M-V with the def2-TZVPD basis set.

Geometry (Å):
Cl 3.92 1.62 -1.68
Cl -0.79 2.44 0.78
Cl 3.39 -1.43 -1.88
N -1.31 -0.39 -0.27
N -0.98 0.56 -3.10
N -1.26 1.08 -2.16
C 0.27 1.44 -0.08
C 1.03 -0.92 -0.77
C 1.43 1.90 -0.67
C 2.20 -0.48 -1.27
C 0.03 -0.07 -0.04
C 2.40 0.97 -1.13
H -1.95 0.16 0.18
H 0.73 -1.94 -0.72
H 1.63 2.98 -0.49
H 0.60 -0.43 0.87
H -1.57 -1.31 -0.01

LUMO energy (spin up / spin down): -6.3 / -6.3 eV
Total energy: -1776.1734 Ha
Total charge: +1
HOMO-LUMO gap (spin up / spin down): 0.281 / 0.281 Eh



4.
Below is C6H5ClNO2Ti as an isolated structure in a non-equilibrium geometry, with properties calculated with ωB97M-V with the def2-TZVPD basis set.

Geometry (Å):
Ti -5.49 3.75 1.03
Cl -2.78 2.89 1.21
O -0.42 -2.27 -2.47
O -1.83 -0.67 -2.25
N -0.83 -1.26 -1.88
C 1.29 -1.36 -0.49
C -0.35 0.21 0.12
C 0.53 0.79 0.99
C 2.21 -0.84 0.40
C 0.04 -0.81 -0.72
C 1.81 0.26 1.10
H 1.51 -2.14 -1.20
H 3.15 -1.36 0.56
H -1.37 0.59 0.13
H 0.07 1.45 1.71
H 2.47 0.78 1.77

LUMO energy (spin up / spin down): -1.2 / -0.9 eV
Total energy: -1746.3191 Ha
Multiplicity: 4
Total charge: 0
HOMO-LUMO gap (spin up / spin down): 0.248 / 0.319 Eh



Please write out number 4 again, unchanged.
Below is C6H5ClNO2Ti as an isolated structure in a non-equilibrium geometry, with properties calculated with ωB97M-V with the def2-TZVPD basis set.

Geometry (Å):
Ti -5.49 3.75 1.03
Cl -2.78 2.89 1.21
O -0.42 -2.27 -2.47
O -1.83 -0.67 -2.25
N -0.83 -1.26 -1.88
C 1.29 -1.36 -0.49
C -0.35 0.21 0.12
C 0.53 0.79 0.99
C 2.21 -0.84 0.40
C 0.04 -0.81 -0.72
C 1.81 0.26 1.10
H 1.51 -2.14 -1.20
H 3.15 -1.36 0.56
H -1.37 0.59 0.13
H 0.07 1.45 1.71
H 2.47 0.78 1.77

LUMO energy (spin up / spin down): -1.2 / -0.9 eV
Total energy: -1746.3191 Ha
Multiplicity: 4
Total charge: 0
HOMO-LUMO gap (spin up / spin down): 0.248 / 0.319 Eh